Computed, not measured: a molecular structure, C29H19Cl3F3N4O6S2Tb at a distorted geometry, with ωB97M-V with the def2-TZVPD basis set.

```
! RIJCOSX wB97M-V def2-TZVPD def2/J DEFGRID3
* xyz 0 7
C 5.288 2.615 -3.651
H -2.909 -6.767 -0.070
C 6.498 2.070 -1.613
H -0.436 3.828 -0.744
C -1.901 -4.841 -0.544
Cl -6.666 -1.295 2.920
C 0.962 2.081 2.732
H -1.652 -4.996 -1.609
H 5.210 2.877 -4.715
F 7.905 1.713 0.294
C 7.871 2.031 -1.012
H 0.657 -1.616 3.779
C -5.829 -2.126 0.508
N 0.285 1.924 -1.384
C -2.586 -5.749 0.207
F 8.697 1.137 -1.645
C 1.241 -0.172 2.271
C -3.031 -1.201 -1.935
C -1.737 -3.576 0.119
C -3.957 -1.157 -0.720
H -3.598 0.720 -2.818
C -5.705 -1.197 1.517
C -2.649 0.150 -2.638
Cl -2.106 -2.498 2.681
C -1.193 -2.307 -0.555
C 5.259 1.934 -0.882
C -0.713 2.853 -1.114
C 4.136 2.445 -2.911
H -0.604 -0.710 5.702
C 0.312 1.817 3.938
H -1.262 -1.436 0.117
C -4.791 -0.156 1.371
N -1.676 1.072 -2.025
H -0.142 -2.479 -0.810
C 0.715 -0.559 3.488
C 0.159 0.459 4.262
S 5.045 1.436 0.742
O 1.285 -2.340 1.348
H -6.587 -2.911 0.625
H -3.578 -1.740 -2.744
C -3.953 -0.135 0.245
O 0.786 4.402 2.848
O 1.728 3.426 0.959
C -1.913 2.368 -1.562
H -4.727 0.622 2.128
H 3.128 2.569 -3.312
O -1.842 -2.007 -1.842
N 1.371 1.108 1.940
C 1.144 3.429 2.181
O 2.115 -0.582 0.093
H -3.266 0.709 0.142
H 7.443 2.570 -3.414
Tb 2.423 1.598 -0.150
H 0.097 -0.051 -2.206
C -0.350 0.885 -1.912
H -0.032 2.597 4.634
C -2.207 -3.652 1.414
H -2.312 -0.168 -3.623
C 1.569 -1.155 1.197
S -2.964 -5.136 1.783
O -0.495 0.217 5.472
N 4.130 2.066 -1.613
C -4.944 -2.133 -0.582
Cl -5.239 -3.401 -1.701
F 8.505 3.236 -1.145
H -2.881 2.862 -1.502
C 6.466 2.424 -2.953
*
```

E_HOMO (spin up / spin down) = -8.29 / -8.32 eV
⟨S²⟩ = 12.602
LUMO (spin up / spin down) = -0.1206 / -0.1028 eV
E = -138454.7946 eV
orbital gap (spin up / spin down) = 8.2 / 8.2 eV

The computed Löwdin charges, all in e, follow: C -0.048; H 0.078; C -0.097; H 0.113; C -0.143; Cl 0.721; C -0.185; H 0.129; H 0.117; F 0.103; C -0.555; H 0.129; C -0.134; N -0.057; C -0.404; F 0.112; C -0.181; C -0.269; C -0.287; C -0.179; H 0.149; C -0.705; C -0.043; Cl 0.684; C -0.112; C -0.712; C -0.106; C -0.116; H 0.106; C 0.109; H 0.110; C -0.096; N -0.043; H 0.123; C 0.056; C -0.233; S 0.630; O 0.068; H 0.112; H 0.120; C -0.014; O 0.073; O -0.254; C -0.051; H 0.112; H 0.115; O -0.119; N 0.032; C -0.527; O -0.259; H 0.107; H 0.133; Tb 1.563; H 0.142; C -0.150; H 0.149; C -0.984; H 0.129; C -0.519; S 0.981; O 0.053; N -0.183; C -0.593; Cl 0.761; F 0.116; H 0.128; C -0.003

***

Computed, not measured: a molecular structure, C29H19F18InN6O6S3, with ωB97M-V with the def2-TZVPD basis set.

```
! RIJCOSX wB97M-V def2-TZVPD def2/J DEFGRID3
* xyz -2 1
N -0.148 2.351 -1.248
F -0.092 4.564 0.657
F 2.203 -4.706 -1.084
F 3.977 -0.838 -1.424
H -3.627 -0.963 -2.989
H 1.566 5.883 -3.518
H -3.740 -2.506 1.021
H 3.466 5.716 -5.018
H 4.758 4.935 -4.108
C 1.313 -0.012 3.263
F -2.023 5.528 0.744
O 1.588 -3.041 1.324
F -2.806 2.878 3.266
C -2.091 -0.352 -1.636
N 0.338 -5.253 1.298
C -3.240 -1.042 -1.983
C -1.452 2.771 -1.482
C -1.229 -6.337 -0.463
F 4.331 1.269 -1.106
C 2.005 2.159 -2.486
H 3.756 2.251 -3.702
F 1.830 -1.501 -3.054
C -3.315 -1.883 0.249
C 3.816 4.756 -4.634
C 3.783 0.374 -1.943
F -1.525 -7.342 0.370
C -3.213 3.137 -3.139
S 2.057 1.024 2.106
C -1.490 -1.258 1.816
H -6.229 2.780 -2.232
H -5.730 3.888 -3.509
H -0.067 4.797 -2.055
N 1.975 -0.156 4.459
N 0.196 -0.695 3.185
C -3.184 3.022 1.995
C 2.736 -5.025 0.092
H -4.765 -2.368 -1.250
F -0.191 -6.715 -1.214
C 0.862 2.874 -2.049
C 0.772 4.227 -2.432
H -1.572 0.272 -2.346
C 2.786 4.127 -3.734
C -1.955 3.108 1.028
F 3.949 -4.468 0.174
F -3.950 1.956 1.697
O 1.729 0.261 -0.939
H 2.953 0.076 4.428
O -1.130 2.133 1.474
O -2.063 -4.583 1.238
F -1.097 4.787 2.550
F -4.005 4.110 1.978
O 2.362 -4.993 2.646
S -0.881 -4.761 0.435
H -5.981 4.484 -1.867
C 1.693 4.837 -3.255
H -4.440 3.540 -0.062
O -0.611 -3.814 -0.606
F -2.284 -6.163 -1.278
C -1.289 4.506 1.248
C -2.150 -1.174 0.511
N -1.563 -0.410 -0.418
F 0.387 0.051 -3.467
C -2.391 3.042 -0.457
F 2.297 0.063 -4.469
C 1.701 -0.195 -3.278
C -1.908 2.845 -2.813
H 1.741 -1.010 4.944
F 4.537 0.404 -3.078
H 4.041 4.117 -5.491
In 0.214 0.967 0.334
C -4.150 3.370 -2.139
H -3.512 3.163 -4.183
N -0.423 -0.591 1.992
S 1.686 -4.454 1.501
C -3.707 3.325 -0.826
F 2.897 -6.360 0.125
H -1.897 -1.901 2.590
C 2.910 2.807 -3.326
H -1.191 2.633 -3.598
C 2.248 0.676 -2.112
C -5.597 3.645 -2.453
C -3.865 -1.813 -1.017
*
```

E_HOMO = -2.48 eV
LUMO = 4.1336 eV
E = -138208.1306 eV
energy relative to the best compared isomer or geometry (same formula, charge and spin) = 32.9 kJ/mol
orbital gap = 6.6 eV

The computed Löwdin charges, all in e, follow: N -0.009; F 0.161; F 0.136; F 0.165; H 0.103; H 0.101; H 0.110; H 0.063; H 0.072; C -0.851; F 0.128; O -0.266; F 0.156; C -0.088; N -0.297; C -0.037; C -0.259; C -0.675; F 0.150; C -0.041; H 0.112; F 0.173; C -0.021; C -0.071; C -0.535; F 0.116; C -0.054; S 0.692; C -0.061; H 0.073; H 0.064; H 0.114; N 0.047; N 0.012; C -0.540; C -0.674; H 0.105; F 0.123; C -0.213; C -0.027; H 0.092; C -0.287; C -0.351; F 0.125; F 0.144; O -0.194; H 0.061; O -0.175; O -0.300; F 0.149; F 0.111; O -0.298; S 0.565; H 0.071; C -0.056; H 0.109; O -0.270; F 0.110; C -0.530; C -0.240; N 0.108; F 0.136; C -0.044; F 0.129; C -0.528; C -0.036; H 0.085; F 0.101; H 0.071; In 0.669; C -0.284; H 0.102; N -0.057; S 0.563; C 0.007; F 0.107; H 0.134; C 0.002; H 0.121; C -0.355; C -0.069; C -0.051

***

Computed, not measured: a molecular structure, C29H20Cl2IrN9O2, with ωB97M-V with the def2-TZVPD basis set.

```
! RIJCOSX wB97M-V def2-TZVPD def2/J DEFGRID3
* xyz 2 1
H -1.797 2.429 2.226
Ir -0.193 -1.258 -0.779
N -0.070 -4.231 -4.568
C 1.238 -1.878 1.641
C -3.157 1.407 -2.575
C 0.507 1.156 -3.861
H -0.653 0.084 5.818
C 1.866 -3.404 0.027
N 2.870 -3.522 2.173
H 1.865 -3.619 -4.865
H -2.102 -3.022 -2.171
C -1.784 1.101 -0.296
N -0.130 -2.444 -2.479
C 2.124 -2.478 2.519
C -0.471 1.105 3.283
C 1.729 3.877 -1.644
C -0.565 1.842 4.559
O 1.415 -0.268 -1.366
N -0.284 -0.240 0.920
H -0.794 1.412 7.899
C 0.406 -0.698 1.970
N -2.242 -4.844 -4.167
O 0.100 0.024 -3.957
C 0.979 -2.587 -3.204
Cl 2.892 0.998 0.820
C -1.064 0.846 0.973
H -2.159 -5.471 -4.950
C -0.582 3.233 4.574
C 0.312 -0.048 3.185
C 1.164 3.171 -2.692
C -1.182 -4.088 -3.838
C 2.118 1.816 -0.492
C -1.165 1.555 2.152
C 0.978 -3.494 -4.256
C 2.744 -3.982 0.940
N 1.122 -2.363 0.378
H -3.111 -4.808 -3.667
C 2.242 3.193 -0.554
C -2.290 0.328 -2.413
C 1.025 1.789 -2.628
H -2.791 2.916 0.262
N -3.314 2.326 -1.639
H 0.449 1.844 -4.723
C -1.209 -3.170 -2.770
H 3.351 -4.832 0.655
C -0.659 3.880 5.799
H 2.243 -2.107 3.529
C -0.723 1.909 6.939
N -1.593 0.190 -1.291
H 0.844 3.700 -3.582
H -0.503 3.811 3.662
H 1.820 -1.955 -2.959
C -0.633 1.165 5.771
H -2.132 -0.403 -3.192
N -0.732 3.237 6.959
C 1.459 1.075 -1.486
C -2.639 2.167 -0.504
H 0.865 -0.395 4.046
H 2.758 3.724 0.235
Cl 1.855 5.588 -1.718
H -0.660 4.962 5.847
H 1.765 -3.773 -0.984
H -3.721 1.522 -3.493
*
```

E_HOMO (spin up / spin down) = -14.09 / -14.09 eV
LUMO (spin up / spin down) = -7.8715 / -7.8720 eV
E = -75773.8395 eV
energy relative to the best compared isomer or geometry (same formula, charge and spin) = 183.5 kJ/mol
orbital gap (spin up / spin down) = 6.2 / 6.2 eV

The computed Löwdin charges, all in e, follow: H 0.132; Ir 1.457; N 0.161; C -0.176; C -0.047; C -0.171; H 0.118; C -0.037; N 0.142; H 0.130; H 0.118; C -0.150; N -0.136; C -0.021; C -0.096; C -0.649; C -0.184; O -0.235; N -0.036; H 0.120; C -0.205; N 0.173; O 0.039; C -0.139; Cl 0.810; C -0.161; H 0.126; C -0.005; C 0.079; C -0.039; C -0.347; C -0.553; C 0.094; C -0.064; C -0.046; N -0.027; H 0.116; C -0.098; C -0.064; C -0.112; H 0.133; N 0.142; H 0.142; C -0.057; H 0.133; C -0.106; H 0.134; C -0.104; N -0.022; H 0.126; H 0.117; H 0.113; C -0.003; H 0.113; N 0.093; C -0.334; C -0.020; H 0.133; H 0.120; Cl 0.757; H 0.120; H 0.114; H 0.134

***

Computed, not measured: a molecular structure, C29H20ClF4N8O6STc at a distorted geometry, with ωB97M-V with the def2-TZVPD basis set.

```
! RIJCOSX wB97M-V def2-TZVPD def2/J DEFGRID3
* xyz 1 2
C -2.822 1.565 -0.752
H -3.701 1.383 -1.380
F -1.846 2.833 -5.563
N 3.800 4.896 -1.281
C 1.032 -3.754 4.333
C -1.178 0.590 -5.424
H -1.829 0.868 3.028
H -1.026 2.665 1.823
C -1.577 0.730 -2.594
H -1.663 -3.140 2.375
C 3.599 2.743 -2.012
F -2.158 3.030 -2.932
C 3.064 3.795 -1.208
F -0.989 -1.543 -2.502
O -2.269 -2.656 4.606
C -1.154 -0.444 -3.249
C 1.357 4.585 0.430
C -2.433 0.043 2.652
C -0.952 -0.513 -4.617
C 1.657 -3.694 1.993
C 1.985 -3.855 3.331
H 3.165 -1.715 -3.193
H 4.312 0.511 -3.439
C -0.629 -3.325 2.622
O 4.180 -4.051 2.779
H -2.572 2.627 -0.849
N 1.237 0.064 -1.126
N 3.386 -4.064 3.688
C 1.843 1.268 -1.236
H -2.847 2.111 1.347
C 2.822 -0.842 -2.663
N -1.739 0.731 -1.237
C 0.345 -3.401 1.640
C -3.148 1.271 0.722
H -4.251 -1.077 1.164
N 4.702 3.114 -2.647
Cl 0.848 -0.387 2.014
O 0.649 -3.558 -0.716
O -0.677 -1.971 0.071
H 2.426 -3.766 1.238
H -1.019 0.542 -6.487
C 1.731 -0.963 -1.808
C -3.253 -1.095 0.719
C 3.458 0.374 -2.795
C -1.617 1.753 -4.817
H 1.793 5.571 0.443
C -0.276 -3.495 3.954
C 2.982 1.453 -2.045
S 5.043 4.638 -2.267
N -1.304 -3.301 4.962
H -3.443 0.121 3.064
C -1.806 1.835 -3.444
C 0.092 -3.000 0.204
N 0.216 2.013 0.320
H -1.998 -0.886 3.017
Tc -0.434 0.021 0.161
C 0.295 4.232 1.236
O -1.122 -3.759 6.057
H 1.269 -1.935 -1.683
O 3.641 -4.210 4.856
F -0.539 -1.658 -5.156
H 1.304 -3.854 5.374
H -0.140 4.938 1.925
H -3.335 -1.072 -0.366
C -0.225 2.947 1.159
N -2.463 0.055 1.184
H -4.233 1.158 0.840
C 1.895 3.603 -0.405
H -2.762 -2.021 0.996
C 1.297 2.326 -0.436
*
```

E_HOMO (spin up / spin down) = -11.84 / -11.82 eV
⟨S²⟩ = 1.227
LUMO (spin up / spin down) = -5.4806 / -4.7644 eV
E = -91020.3734 eV
orbital gap (spin up / spin down) = 6.4 / 7.1 eV

The computed Löwdin charges, all in e, follow: C -0.169; H 0.142; F 0.121; N -0.214; C 0.105; C 0.112; H 0.076; H 0.096; C -0.159; H 0.116; C -0.289; F 0.094; C -0.288; F 0.096; O 0.069; C -0.146; C 0.053; C -0.086; C -0.199; C 0.061; C -0.106; H 0.128; H 0.132; C 0.036; O 0.100; H 0.121; N -0.015; N -0.359; C -0.127; H 0.101; C 0.019; N -0.092; C -0.151; C -0.174; H 0.110; N -0.212; Cl 0.202; O 0.089; O -0.255; H 0.139; H 0.148; C -0.064; C -0.064; C 0.055; C -0.200; H 0.133; C -0.116; C -0.064; S 1.083; N -0.351; H 0.111; C -0.124; C -0.587; N -0.062; H 0.053; Tc 1.380; C 0.003; O 0.130; H 0.093; O 0.111; F 0.124; H 0.140; H 0.124; H 0.095; C -0.096; N -0.351; H 0.136; C -0.062; H 0.070; C -0.124